(1)
ORCA calculation (ωB97M-V/def2-TZVPD) on an isolated molecule of C17H14N2O2S3 in a non-equilibrium geometry.

```
38
Properties=species:S:1:pos:R:3:forces:R:3:lowdin_charge:R:1
O 2.891 2.524 0.290 0.02 -0.05 0.03 0.09
C 3.084 1.642 -0.511 -0.02 0.49 0.26 -0.49
O 3.735 1.864 -1.663 0.20 -0.13 -0.48 0.11
C 2.647 0.241 -0.341 -0.05 -0.31 -0.07 -0.13
C 2.832 -0.704 -1.348 0.02 0.18 0.08 0.00
C 2.399 -2.001 -1.161 0.01 -0.10 0.22 -0.06
C 1.789 -2.381 0.031 0.32 0.22 -0.03 -0.34
C 1.315 -3.791 0.193 -0.58 -0.11 0.15 -0.41
S -0.326 -3.925 1.015 0.38 -0.47 0.16 0.93
C -1.210 -2.694 0.186 0.33 0.21 -1.07 -0.92
N -2.187 -2.063 0.733 0.63 -1.10 1.31 -0.05
N -2.746 -1.151 -0.037 -0.97 0.99 -0.95 -0.05
C -2.203 -1.044 -1.202 0.54 -0.60 -0.28 -0.95
S -2.615 0.148 -2.375 -0.27 0.40 -0.38 0.91
C -3.422 1.373 -1.267 0.13 -0.41 -0.18 -0.39
C -2.526 1.730 -0.125 0.04 0.21 0.17 -0.33
C -1.270 2.279 -0.362 -0.13 0.01 0.03 -0.05
C -0.422 2.567 0.691 0.09 0.06 -0.03 -0.08
C -0.822 2.305 1.991 0.04 0.00 0.06 -0.09
C -2.071 1.761 2.234 -0.03 0.01 0.09 -0.08
C -2.920 1.471 1.181 0.01 0.22 -0.07 -0.06
S -0.885 -2.174 -1.479 -0.85 0.30 0.90 1.02
C 1.618 -1.437 1.039 0.08 -0.06 -0.04 -0.04
C 2.036 -0.135 0.853 0.12 0.14 -0.15 0.01
H 3.998 2.796 -1.717 -0.17 -0.11 0.25 0.13
H 3.301 -0.413 -2.274 0.04 0.02 -0.07 0.12
H 2.527 -2.728 -1.950 -0.01 -0.08 -0.10 0.12
H 1.975 -4.357 0.854 -0.03 -0.06 -0.07 0.09
H 1.253 -4.300 -0.769 0.15 0.00 0.04 0.08
H -4.359 0.936 -0.925 -0.01 0.14 0.00 0.08
H -3.618 2.222 -1.922 -0.06 -0.04 0.00 0.08
H -0.956 2.468 -1.380 0.05 0.02 -0.09 0.11
H 0.555 2.984 0.503 0.08 0.05 -0.01 0.09
H -0.156 2.523 2.812 0.06 0.03 0.09 0.10
H -2.385 1.550 3.246 -0.02 -0.02 0.10 0.10
H -3.886 1.030 1.370 -0.08 -0.09 0.00 0.11
H 1.138 -1.723 1.964 -0.07 0.00 0.06 0.11
H 1.893 0.607 1.623 -0.01 0.07 0.06 0.12
```
Positions in Å, forces in eV/Å.

Values from the calculation:
HOMO energy   -0.309 hartree
LUMO level   0.06 eV
Relative energy (zero: lowest compared OMol25 entry of this formula, charge and spin)   16.01 kcal/mol
SMILES   O=C(O)c1ccc(CSc2nnc(SCc3ccccc3)s2)cc1
HOMO-LUMO gap   8.46 eV

(2)
ORCA calculation (ωB97M-V/def2-TZVPD) on a cluster of 4 separate species, C30H60INO9P in total.

```
102
Properties=species:S:1:pos:R:3:forces:R:3:lowdin_charge:R:1
C 0.805 -2.243 0.613 -0.19 0.30 -0.13 -0.04
C -0.147 -2.414 -0.577 0.05 -0.33 0.08 -0.19
O -0.228 -1.253 -1.431 -0.11 0.35 0.17 -0.11
C -1.391 -0.529 -1.347 0.07 -0.45 -0.47 -0.16
N -1.385 0.374 -0.120 -0.18 0.27 0.10 0.01
C -0.997 1.831 -0.419 0.12 0.19 0.02 -0.20
C 0.241 1.934 -1.313 0.16 0.06 0.15 -0.08
C 1.171 3.027 -0.827 0.25 0.49 0.00 -0.22
C 1.541 4.078 -1.671 0.24 0.01 0.55 -0.03
C 2.407 5.078 -1.202 -0.22 -0.52 0.37 -0.05
C 2.894 5.027 0.104 -0.30 -0.31 -0.23 -0.03
C 2.537 3.978 0.967 -0.23 0.01 -0.50 -0.25
C 3.059 3.929 2.376 -0.09 -0.23 -0.07 -0.04
C 1.675 2.990 0.480 0.21 0.40 -0.26 -0.01
C -2.178 2.592 -0.994 0.07 0.01 -0.03 -0.11
O -3.332 2.466 -0.201 -0.04 0.12 0.03 -0.09
C -3.724 1.125 -0.110 0.13 -0.04 -0.29 -0.45
C -5.159 1.022 0.396 0.19 0.06 0.12 -0.65
I -6.410 1.529 -1.274 -0.05 0.02 -0.01 0.96
C -5.423 1.865 1.641 -0.21 -0.08 0.12 -0.30
C -6.887 2.187 1.935 0.08 -0.12 0.08 -0.14
C -2.672 0.323 0.673 -0.14 -0.09 0.13 -0.27
P -2.252 0.803 2.403 0.07 0.64 0.45 0.78
O -1.941 2.224 2.648 0.01 -0.19 -0.13 -0.37
H 1.410 -1.343 0.482 0.06 -0.04 -0.03 0.07
H 0.283 -2.172 1.570 -0.04 0.03 0.00 0.06
H 1.504 -3.072 0.678 0.01 -0.02 0.05 0.08
H -1.158 -2.676 -0.253 -0.03 -0.04 0.02 0.12
H 0.196 -3.219 -1.221 0.05 -0.01 -0.08 0.13
H -1.487 0.097 -2.233 0.12 0.10 0.06 0.13
H -2.270 -1.178 -1.290 -0.04 0.07 0.19 0.15
H -0.646 0.006 0.484 0.16 -0.10 -0.14 0.14
H -0.779 2.270 0.555 -0.09 -0.18 0.09 0.13
H 0.782 0.986 -1.324 0.01 -0.05 -0.04 0.12
H -0.057 2.152 -2.341 0.00 -0.12 -0.05 0.12
H 1.171 4.120 -2.688 -0.02 -0.02 0.00 0.11
H 2.691 5.891 -1.855 0.02 0.02 -0.01 0.11
H 3.554 5.807 0.464 0.01 -0.01 -0.02 0.12
H 2.632 4.731 2.977 0.04 0.09 0.02 0.09
H 2.795 2.985 2.853 0.01 0.02 0.01 0.07
H 4.144 4.019 2.393 0.03 0.09 0.03 0.08
H 1.393 2.177 1.142 0.01 -0.05 0.07 0.11
H -2.392 2.293 -2.029 -0.01 -0.08 -0.02 0.14
H -1.890 3.643 -1.002 -0.05 0.02 -0.03 0.16
H -3.698 0.698 -1.125 -0.11 -0.11 0.02 0.11
H -5.371 -0.027 0.608 -0.15 -0.01 -0.15 0.09
H -4.831 2.777 1.589 0.02 0.04 0.08 0.12
H -5.076 1.270 2.491 0.22 0.10 0.01 0.08
H -7.002 2.438 2.988 0.02 0.09 0.01 0.08
H -7.237 3.032 1.348 -0.07 -0.05 -0.09 0.06
H -7.524 1.323 1.742 -0.06 0.04 -0.05 0.07
H -3.005 -0.719 0.715 0.18 -0.09 0.00 0.14
H -3.295 0.260 3.163 -0.05 -0.23 -0.07 0.03
H -1.175 -0.081 2.636 -0.06 -0.19 -0.03 0.03
C 0.905 -4.336 6.054 0.04 0.00 0.05 -0.10
O 0.003 -3.624 6.881 -0.12 -0.01 -0.12 -0.19
C 0.119 -2.218 6.794 0.07 -0.06 0.11 -0.20
C -0.942 -1.612 5.903 -0.02 0.09 -0.04 -0.20
O -0.830 -2.042 4.549 -0.04 0.05 -0.13 -0.23
C -1.691 -3.121 4.228 0.02 0.00 0.00 -0.11
H 0.543 -5.360 5.984 0.01 -0.01 0.03 0.09
H 0.960 -3.906 5.050 -0.01 -0.01 -0.01 0.08
H 1.909 -4.348 6.491 0.01 0.02 -0.02 0.09
H 1.116 -1.935 6.441 0.00 0.01 -0.02 0.13
H -0.009 -1.813 7.801 0.02 0.02 0.00 0.13
H -0.829 -0.524 5.912 0.00 0.00 0.00 0.12
H -1.936 -1.854 6.292 -0.01 -0.01 0.00 0.13
H -2.719 -2.770 4.066 -0.01 -0.01 0.04 0.08
H -1.698 -3.878 5.013 0.00 -0.01 -0.01 0.09
H -1.322 -3.574 3.307 -0.01 0.01 -0.01 0.08
C -0.377 1.184 -7.041 -0.01 0.00 0.00 -0.10
O 0.244 0.362 -6.064 0.00 -0.06 -0.05 -0.18
C -0.608 -0.032 -5.015 0.11 0.10 0.13 -0.23
C -1.174 -1.424 -5.203 -0.10 -0.09 0.00 -0.21
O -2.022 -1.516 -6.324 0.00 0.11 -0.03 -0.18
C -1.399 -2.053 -7.482 0.00 -0.03 0.01 -0.09
H 0.265 1.184 -7.918 0.02 0.02 0.01 0.09
H -1.362 0.804 -7.319 0.00 0.00 -0.01 0.09
H -0.477 2.212 -6.676 -0.03 -0.01 0.01 0.09
H -1.427 0.690 -4.892 -0.03 -0.01 -0.02 0.13
H -0.007 -0.030 -4.095 -0.02 -0.01 0.00 0.11
H -1.777 -1.678 -4.321 0.05 -0.02 0.02 0.12
H -0.356 -2.150 -5.269 0.02 0.00 -0.01 0.13
H -1.316 -3.142 -7.407 0.03 0.00 0.01 0.09
H -0.407 -1.626 -7.640 0.00 0.01 -0.01 0.09
H -2.033 -1.808 -8.332 -0.02 -0.02 0.01 0.09
C 7.238 -1.678 -0.422 0.02 -0.03 -0.04 -0.10
O 6.295 -1.315 -1.417 -0.06 0.08 0.09 -0.19
C 5.263 -2.260 -1.607 0.09 0.01 -0.14 -0.21
C 3.990 -1.862 -0.893 -0.07 -0.04 0.08 -0.21
O 4.144 -1.835 0.516 -0.04 -0.09 -0.02 -0.20
C 4.417 -0.552 1.043 0.13 0.01 0.00 -0.10
H 7.797 -0.780 -0.164 0.02 0.00 -0.02 0.09
H 6.750 -2.066 0.475 0.00 0.01 0.01 0.08
H 7.936 -2.429 -0.804 -0.02 -0.02 0.01 0.09
H 5.581 -3.255 -1.279 -0.01 0.00 0.02 0.13
H 5.054 -2.309 -2.680 0.00 -0.04 0.00 0.13
H 3.218 -2.607 -1.117 0.01 0.02 -0.05 0.12
H 3.644 -0.889 -1.264 0.02 0.01 0.02 0.13
H 3.505 0.051 1.089 -0.12 0.12 -0.01 0.07
H 5.158 -0.018 0.445 -0.01 -0.01 0.02 0.09
H 4.800 -0.687 2.053 -0.03 0.00 -0.01 0.10
```
Positions in Å, forces in eV/Å.

Values from the calculation:
HOMO energy   -0.414 hartree
LUMO level   -2.40 eV
Charge   +1
HOMO-LUMO gap   8.85 eV

(3)
ORCA calculation (ωB97M-V/def2-TZVPD) on a structure of composition C22H20FIrN4O2S.

```
51
Properties=species:S:1:pos:R:3:forces:R:3:lowdin_charge:R:1
Ir 0.190 -0.587 0.402 0.02 0.11 0.45 1.31
C -3.098 -2.185 -1.745 0.00 0.01 -0.01 0.01
C -2.100 -1.318 -1.063 0.04 -0.01 0.05 -0.24
N -1.204 -1.808 -0.268 -0.01 0.04 -0.02 -0.18
N -1.169 -3.147 -0.030 0.02 -0.05 0.04 0.05
C -0.174 -3.503 0.742 0.02 0.06 -0.03 -0.74
N -0.033 -4.796 1.045 -0.03 0.00 0.05 0.11
S 1.028 -2.397 1.439 -0.09 -0.03 -0.25 0.74
C -2.078 0.155 -1.168 -0.01 0.03 0.01 -0.18
C -3.035 0.896 -1.843 0.00 -0.04 0.00 0.03
C -2.965 2.280 -1.810 0.02 0.03 0.01 -0.01
C -1.952 2.900 -1.097 -0.02 -0.01 -0.01 -0.01
C -1.026 2.109 -0.442 0.00 -0.02 -0.02 -0.06
N -1.087 0.782 -0.492 -0.05 -0.10 -0.20 -0.05
H -2.599 -3.070 -2.138 0.00 0.00 0.01 0.09
H -3.596 -1.665 -2.557 0.00 0.00 -0.01 0.08
H -3.849 -2.532 -1.032 0.00 0.01 0.01 0.11
H -0.732 -5.452 0.739 0.02 0.00 -0.02 0.12
H 0.675 -5.099 1.690 0.01 0.00 -0.01 0.10
H -3.833 0.401 -2.375 0.00 0.00 0.00 0.12
H -3.705 2.870 -2.333 0.00 0.00 0.00 0.12
H -1.877 3.976 -1.040 0.00 0.00 0.00 0.12
H -0.219 2.523 0.149 0.00 0.01 -0.01 0.13
C 3.580 2.044 0.998 0.01 0.00 -0.02 0.01
C 2.673 1.099 0.259 -0.03 0.01 0.07 -0.32
O 1.670 0.740 0.931 0.07 0.02 -0.08 -0.17
C 2.969 0.696 -1.087 0.00 -0.02 -0.02 -0.09
C 4.152 1.206 -1.688 0.00 0.00 0.00 -0.03
C 4.506 0.905 -2.970 -0.02 -0.01 0.00 -0.07
C 3.668 0.068 -3.727 0.02 0.01 -0.01 -0.04
C 2.518 -0.442 -3.194 -0.01 -0.01 0.01 0.00
C 2.133 -0.160 -1.863 0.06 0.01 -0.01 -0.31
O 1.025 -0.719 -1.457 -0.02 0.03 0.04 -0.20
H 3.159 2.237 1.980 0.00 -0.01 0.00 0.09
H 3.690 2.984 0.458 0.00 0.00 0.00 0.10
H 4.573 1.608 1.111 0.00 0.00 0.01 0.11
H 4.796 1.853 -1.112 0.00 0.00 0.01 0.11
H 5.413 1.306 -3.397 0.00 0.00 0.00 0.11
H 3.937 -0.177 -4.747 0.00 0.00 0.00 0.12
H 1.868 -1.091 -3.766 0.00 0.00 0.00 0.12
F -2.828 1.107 5.526 0.00 0.00 0.00 0.07
C -2.172 0.728 4.418 -0.02 -0.01 -0.01 -0.28
C -2.881 0.146 3.386 0.00 0.01 0.02 0.00
C -2.191 -0.238 2.246 0.03 0.00 -0.01 -0.11
C -0.812 -0.049 2.124 -0.04 -0.09 -0.07 -0.33
C -0.137 0.537 3.194 0.01 0.01 0.01 -0.11
C -0.809 0.927 4.344 0.03 0.01 0.00 0.00
H -3.947 -0.006 3.485 0.00 0.00 0.00 0.12
H -2.757 -0.705 1.449 -0.02 0.00 0.01 0.09
H 0.932 0.688 3.148 0.00 0.00 -0.01 0.09
H -0.288 1.373 5.180 0.00 0.00 0.00 0.12
```
Positions in Å, forces in eV/Å.

Values from the calculation:
HOMO energy (alpha / beta)   -0.406 / -0.406 hartree
LUMO level (alpha / beta)   -3.81 / -5.25 eV
Charge   +1
Relative energy (zero: lowest compared OMol25 entry of this formula, charge and spin)   0.00 kcal/mol
2S+1   2
HOMO-LUMO gap (alpha / beta)   7.23 / 5.80 eV